Entry 1:
DFT (ωB97M-V with the def2-TZVPD basis set) results for an isolated molecule of C15H19NO5.

Each line ends with the natural charge from an NBO analysis.
CARTESIAN COORDINATES (ANGSTROEM)
C -3.886 -2.799 0.741  -0.64
C -2.687 -2.609 -0.176  -0.07
O -2.005 -1.382 0.098  -0.54
C -2.534 -0.262 -0.452  0.80
O -3.517 -0.306 -1.151  -0.60
C -1.831 0.997 -0.117  -0.25
C -2.523 2.153 -0.493  -0.13
C -2.015 3.411 -0.257  -0.25
C -0.783 3.533 0.368  -0.16
C -0.076 2.410 0.744  -0.27
C -0.575 1.128 0.509  0.29
N 0.148 0.001 0.876  -0.64
C 1.441 -0.088 1.293  0.70
O 2.164 0.852 1.548  -0.62
C 1.923 -1.523 1.433  -0.50
C 2.429 -2.129 0.109  -0.19
C 1.296 -2.476 -0.855  -0.63
C 3.482 -1.226 -0.548  -0.52
C 2.987 0.133 -0.993  0.81
O 1.911 0.386 -1.470  -0.62
O 3.941 1.052 -0.850  -0.68
H -4.625 -2.026 0.549  0.23
H -3.578 -2.744 1.783  0.21
H -4.335 -3.770 0.553  0.22
H -3.006 -2.608 -1.222  0.21
H -1.941 -3.390 -0.016  0.19
H -3.478 2.026 -0.979  0.24
H -2.570 4.287 -0.555  0.22
H -0.369 4.511 0.565  0.21
H 0.882 2.510 1.224  0.26
H -0.325 -0.871 0.673  0.43
H 1.126 -2.151 1.837  0.22
H 2.750 -1.507 2.146  0.24
H 2.938 -3.065 0.374  0.21
H 1.692 -3.024 -1.707  0.21
H 0.559 -3.107 -0.362  0.20
H 0.811 -1.580 -1.229  0.24
H 4.317 -1.059 0.133  0.24
H 3.868 -1.723 -1.442  0.24
H 3.610 1.929 -1.103  0.50

Properties
Energy relative to the best compared isomer or geometry (same formula, charge and spin)   15.6 kJ/mol
Multiplicity   1
SMILES string   CCOC(=O)c1ccccc1NC(=O)C[C@@H](C)CC(=O)O
Highest occupied orbital energy   -0.315 hartree
Molecular weight   293.319 g mol⁻¹



Entry 2:
DFT (ωB97M-V with the def2-TZVPD basis set) results for a structure of composition C19H37F5N5O4PdS2Si4Te2 in a non-equilibrium geometry.

Each line ends with the Löwdin charge.
CARTESIAN COORDINATES (ANGSTROEM)
Pd 0.328 -1.961 -0.041  0.33
C -0.120 -7.031 1.267  0.02
C 0.851 -6.210 0.510  -0.30
N 1.643 -6.621 -0.433  0.16
N 2.304 -5.501 -0.844  0.07
C 1.931 -4.412 -0.188  -0.70
S 2.479 -2.805 -0.346  0.69
N 1.024 -4.854 0.697  -0.08
N 0.370 -3.965 1.548  0.10
H -0.059 -8.055 0.910  0.10
H -1.132 -6.655 1.112  0.07
H 0.102 -7.011 2.334  0.10
H 2.964 -5.545 -1.604  0.17
H 0.867 -3.892 2.431  0.13
H -0.585 -4.280 1.700  0.09
O -2.788 -4.856 0.319  -0.27
S -2.548 -3.574 -0.287  0.69
O -2.510 -2.567 0.843  -0.50
N -1.224 -3.521 -1.154  -0.12
C -1.515 -3.091 -2.443  -0.55
O -0.673 -2.811 -3.265  0.05
C -2.994 -2.943 -2.672  -0.14
C -3.641 -2.545 -3.826  0.02
C -5.011 -2.323 -3.757  -0.04
C -5.712 -2.474 -2.562  -0.04
C -5.065 -2.872 -1.399  -0.01
C -3.712 -3.116 -1.506  -0.23
H -3.082 -2.406 -4.741  0.13
H -5.547 -2.012 -4.644  0.11
H -6.774 -2.271 -2.539  0.12
H -5.592 -2.977 -0.461  0.13
F -0.744 -1.551 2.223  -0.55
Te -2.031 -0.495 1.120  1.89
F -1.631 2.469 -0.555  -0.41
F 1.950 1.111 1.002  -0.29
F -3.025 -0.652 2.727  -0.46
F -3.780 -0.399 0.395  -0.45
O -1.541 -0.743 -0.973  -1.05
C -0.851 3.714 -3.169  -0.20
Si 0.585 3.950 -1.987  0.40
C 2.198 3.415 -2.785  -0.22
C 0.733 5.723 -1.419  -0.21
Si 0.004 2.518 -0.139  0.43
Te 0.055 0.117 -1.646  1.25
Si 3.559 1.300 1.389  0.40
C 3.732 0.772 3.152  -0.15
C 4.475 0.209 0.201  -0.15
C 3.942 3.087 1.074  -0.14
Si -0.368 3.449 2.105  0.46
C 0.200 2.356 3.514  -0.19
C 0.597 5.048 2.154  -0.20
C -2.199 3.834 2.068  -0.20
H -0.481 3.707 -4.196  0.04
H -1.561 4.536 -3.067  0.04
H -1.406 2.791 -2.999  0.01
H 2.272 3.819 -3.797  0.04
H 2.288 2.329 -2.870  0.01
H 3.062 3.780 -2.230  0.02
H 0.929 6.363 -2.283  0.04
H 1.557 5.847 -0.716  0.03
H -0.187 6.080 -0.952  0.03
H 3.197 -0.167 3.314  0.04
H 3.336 1.516 3.845  0.03
H 4.782 0.607 3.402  0.04
H 3.969 -0.751 0.085  -0.05
H 5.488 0.001 0.550  0.05
H 4.560 0.677 -0.782  0.04
H 3.541 3.766 1.828  0.02
H 3.595 3.403 0.091  0.02
H 5.030 3.204 1.084  0.05
H 1.017 2.862 4.033  0.03
H 0.546 1.372 3.201  0.01
H -0.612 2.197 4.225  0.04
H 1.673 4.878 2.098  0.01
H 0.400 5.540 3.111  0.05
H 0.305 5.742 1.366  0.02
H -2.842 3.133 1.539  0.02
H -2.338 4.816 1.611  0.04
H -2.555 3.879 3.100  0.04

Properties
Energy relative to the best compared isomer or geometry (same formula, charge and spin)   156.8 kJ/mol
Multiplicity   1
Highest occupied orbital energy (alpha / beta)   -0.414 / -0.415 hartree
Molecular weight   1032.624 g mol⁻¹
Charge   +1



Entry 3:
DFT (ωB97M-V with the def2-TZVPD basis set) results for an isolated molecule of C5H4F2 in a non-equilibrium geometry.

Each line ends with the natural charge from an NBO analysis.
CARTESIAN COORDINATES (ANGSTROEM)
C 0.171 -0.122 0.131  -0.17
C -0.990 -0.692 0.225  0.05
C -2.173 -1.116 -0.004  -0.35
C 0.732 1.247 -0.056  -0.50
C 1.709 0.096 0.033  0.72
F 2.332 -0.304 -1.075  -0.30
F 2.380 -0.118 1.158  -0.31
H -2.416 -1.358 -1.063  0.20
H -3.074 -1.330 0.713  0.21
H 0.660 1.979 -0.887  0.23
H 0.668 1.718 0.825  0.22

Properties
Energy relative to the best compared isomer or geometry (same formula, charge and spin)   174.8 kJ/mol
Multiplicity   3
⟨S²⟩   2.012
Highest occupied orbital energy (alpha / beta)   -0.189 / -0.356 hartree
Molecular weight   102.083 g mol⁻¹



Entry 4:
DFT (ωB97M-V with the def2-TZVPD basis set) results for a cluster of 11 separate species, C40H109N7O11 in total in a non-equilibrium geometry.

Each line ends with the Löwdin charge.
CARTESIAN COORDINATES (ANGSTROEM)
C 1.344 -5.491 -3.011  -0.10
O 0.585 -4.546 -2.329  -0.18
C -0.797 -4.703 -2.525  -0.27
C -1.574 -3.847 -1.632  -0.44
C -1.264 -4.306 -0.218  -0.05
N -3.001 -3.856 -2.100  0.07
H 0.740 -6.410 -3.102  0.09
H 2.190 -5.738 -2.407  0.08
H 1.633 -5.126 -3.995  0.08
H -1.068 -4.455 -3.551  0.12
H -1.100 -5.747 -2.398  0.13
H -1.189 -2.860 -1.787  0.11
H -1.463 -5.374 -0.237  0.08
H -1.951 -3.799 0.473  0.08
H -0.288 -4.247 0.192  0.05
H -3.506 -3.225 -1.479  0.07
H -3.341 -4.761 -1.908  0.05
C -4.108 2.828 -2.014  -0.10
O -5.320 2.331 -1.392  -0.22
C -6.537 2.550 -2.114  -0.20
C -7.020 4.008 -2.125  -0.47
C -7.704 4.362 -0.833  -0.08
N -7.982 4.130 -3.206  0.01
H -4.095 3.946 -1.925  0.07
H -4.064 2.561 -3.096  0.09
H -3.235 2.457 -1.369  0.08
H -6.380 2.284 -3.154  0.11
H -7.306 1.912 -1.740  0.11
H -6.088 4.662 -2.237  0.14
H -8.263 5.294 -0.762  0.07
H -7.061 4.336 0.048  0.07
H -8.495 3.607 -0.599  0.09
H -8.745 4.846 -3.130  0.09
H -7.574 4.101 -4.165  0.09
C -1.923 4.016 5.798  -0.14
O -2.676 3.814 4.688  -0.19
C -2.323 4.543 3.570  -0.25
C -3.350 4.294 2.516  -0.41
C -3.441 2.830 2.099  -0.05
N -2.989 5.136 1.336  0.04
H -2.241 3.262 6.472  0.08
H -2.028 5.046 6.180  0.10
H -0.819 3.795 5.655  0.10
H -2.200 5.669 3.738  0.15
H -1.272 4.202 3.265  0.11
H -4.347 4.571 2.928  0.15
H -3.884 2.278 2.943  0.06
H -2.403 2.427 2.018  0.08
H -4.097 2.609 1.255  0.07
H -2.137 4.752 0.944  0.04
H -3.668 5.094 0.565  0.06
C 0.662 -2.772 -5.979  -0.10
O 1.198 -1.643 -6.658  -0.20
C 2.236 -0.959 -5.949  -0.19
C 2.490 0.350 -6.726  -0.40
C 3.201 0.110 -8.056  -0.05
N 3.317 1.203 -5.836  0.03
H -0.180 -3.211 -6.561  0.11
H 0.328 -2.520 -4.965  0.05
H 1.447 -3.506 -5.859  0.07
H 1.843 -0.804 -4.868  0.13
H 3.213 -1.465 -5.916  0.12
H 1.500 0.772 -6.947  0.13
H 2.482 -0.132 -8.868  0.09
H 3.971 -0.678 -7.963  0.09
H 3.761 1.007 -8.396  0.08
H 2.809 1.696 -5.075  0.07
H 3.492 2.034 -6.426  0.10
C -4.076 -0.866 5.969  -0.11
O -2.749 -0.502 5.608  -0.20
C -2.683 0.199 4.363  -0.21
C -1.259 0.094 3.828  -0.36
C -0.772 -1.389 3.649  -0.02
N -0.244 0.807 4.669  0.03
H -4.107 -1.131 7.023  0.08
H -4.374 -1.738 5.378  0.08
H -4.852 -0.056 5.755  0.11
H -3.456 -0.196 3.696  0.13
H -3.005 1.206 4.486  0.08
H -1.256 0.586 2.829  0.12
H 0.104 -1.538 4.293  0.06
H -0.505 -1.706 2.667  0.04
H -1.546 -2.090 3.969  0.08
H -0.714 1.691 5.006  0.06
H -0.141 0.263 5.598  0.11
C -0.745 -0.237 -4.317  -0.08
O -0.088 0.936 -3.827  -0.22
C -0.457 2.174 -4.331  -0.20
C -0.218 3.313 -3.266  -0.39
C 1.295 3.626 -3.206  -0.07
N -0.657 2.936 -1.934  0.05
H -0.686 -0.313 -5.397  0.09
H -1.798 -0.328 -4.001  0.11
H -0.163 -1.009 -3.889  0.04
H -0.038 2.386 -5.328  0.11
H -1.559 2.061 -4.594  0.13
H -0.741 4.243 -3.484  0.13
H 1.735 3.739 -4.197  0.06
H 1.796 2.832 -2.674  0.05
H 1.452 4.570 -2.665  0.08
H -0.604 3.683 -1.277  0.04
H 0.021 2.213 -1.560  0.05
C 3.377 -2.784 0.192  -0.10
O 2.677 -1.570 0.379  -0.20
C 1.299 -1.647 -0.001  -0.18
C 0.656 -0.267 0.213  -0.44
C -0.794 -0.300 -0.180  -0.04
N 1.374 0.736 -0.550  0.06
H 2.857 -3.680 0.554  0.09
H 4.328 -2.680 0.581  0.06
H 3.472 -3.029 -0.862  0.08
H 1.299 -1.800 -1.123  0.14
H 0.755 -2.463 0.511  0.11
H 0.770 -0.099 1.264  0.12
H -1.383 0.565 0.136  0.08
H -1.275 -1.146 0.266  0.06
H -0.774 -0.410 -1.255  0.07
H 2.359 0.746 -0.319  0.07
H 1.202 0.614 -1.584  0.08
C 3.934 -8.515 5.311  -0.06
C 2.790 -7.448 5.224  -0.46
C 2.722 -7.011 3.749  -0.07
O 1.561 -7.939 5.808  -0.07
H 3.491 -9.436 4.895  0.08
H 4.168 -8.801 6.334  0.07
H 4.825 -8.283 4.740  0.07
H 2.976 -6.606 5.877  0.12
H 3.716 -6.722 3.400  0.08
H 1.963 -6.200 3.661  0.08
H 2.460 -7.845 3.110  0.07
H 1.158 -8.628 5.250  0.09
C 0.943 4.595 1.282  -0.04
C 1.488 4.059 2.611  -0.44
C 1.713 5.219 3.528  -0.07
O 0.466 3.199 3.198  -0.12
H 0.805 3.761 0.549  0.07
H 1.573 5.329 0.798  0.08
H -0.015 4.984 1.468  0.04
H 2.421 3.478 2.557  0.14
H 0.791 5.828 3.621  0.09
H 2.389 5.921 3.072  0.07
H 2.108 4.990 4.500  0.07
H 0.853 2.435 3.679  0.07
C 5.400 1.655 -3.383  -0.07
C 5.312 0.141 -3.513  -0.47
C 3.977 -0.227 -2.852  -0.07
O 5.378 -0.256 -4.889  -0.09
H 4.493 2.091 -3.752  0.04
H 6.219 1.975 -4.029  0.08
H 5.610 1.937 -2.351  0.08
H 6.165 -0.428 -3.010  0.15
H 3.225 0.434 -3.308  0.05
H 3.998 -0.093 -1.786  0.06
H 3.794 -1.307 -3.086  0.09
H 4.826 0.329 -5.399  0.00
C 3.417 -0.717 3.613  -0.06
C 3.316 -1.807 4.639  -0.53
C 2.870 -1.373 6.044  -0.05
O 2.413 -2.718 4.077  -0.07
H 3.938 -1.000 2.723  0.05
H 4.067 0.128 4.027  0.11
H 2.363 -0.423 3.380  0.08
H 4.308 -2.259 4.625  0.13
H 2.760 -2.252 6.736  0.09
H 1.919 -0.797 6.073  0.06
H 3.600 -0.637 6.461  0.08
H 2.281 -3.541 4.583  0.10

Properties
Energy relative to the best compared isomer or geometry (same formula, charge and spin)   271.8 kJ/mol
Multiplicity   1
SMILES string   COC[C@H](C)N.COC[C@H](C)N.COC[C@H](C)N.COC[C@H](C)N.COC[C@H](C)N.COC[C@H](C)N.COC[C@H](C)N.CC(C)O.CC(C)O.CC(C)O.CC(C)O
Highest occupied orbital energy   -0.324 hartree
Molecular weight   864.350 g mol⁻¹



Entry 5:
DFT (ωB97M-V with the def2-TZVPD basis set) results for an isolated molecule of C5H3ClN4O2 in a non-equilibrium geometry.

Each line ends with the natural charge from an NBO analysis.
CARTESIAN COORDINATES (ANGSTROEM)
N -2.843 -1.383 -1.670  -0.27
C -2.157 -0.655 -1.119  0.25
C -1.240 0.303 -0.398  0.02
N -1.095 -0.255 0.892  -0.39
C -0.082 -0.858 1.338  0.13
C 1.159 -0.817 0.612  -0.21
Cl 2.548 -1.674 1.034  0.07
C 1.131 -0.255 -0.615  0.03
N 0.032 0.441 -1.140  -0.27
N 0.165 1.337 -2.174  0.66
O 1.204 1.505 -2.758  -0.37
O -0.879 1.900 -2.399  -0.39
H -1.665 1.242 -0.400  0.26
H -0.054 -1.382 2.318  0.21
H 1.920 -0.155 -1.365  0.26

Properties
Energy relative to the best compared isomer or geometry (same formula, charge and spin)   0.0 kJ/mol
Multiplicity   1
SMILES string   N#C[C@H]1N=CC(Cl)=CN1[N+](=O)[O-]
Highest occupied orbital energy   -0.353 hartree
Molecular weight   186.558 g mol⁻¹



- Look up the molecular weight of the first one.
  293.319 g mol⁻¹